(1)
ORCA calculation (wB97M-V/def2-TZVPD) on a cluster of 8 separate species, C23H62O22S8 in total in a non-equilibrium geometry.

ORCA input file:
```
! RIJCOSX wB97M-V def2-TZVPD def2/J DEFGRID3
* xyz 0 1
O 3.91303 -6.68106 1.03492
S 3.63882 -5.40899 0.44594
O 2.68964 -5.38492 -0.63790
O 3.13025 -4.38192 1.57339
C 2.42925 -3.23725 1.10688
C 1.42852 -2.71240 2.10502
C 5.09808 -4.56309 -0.15370
H 1.96530 -3.38389 0.13346
H 3.14246 -2.42423 0.92971
H 1.78377 -2.53335 3.11600
H 0.53153 -3.33174 2.14918
H 1.06135 -1.73937 1.76319
H 5.60422 -5.21312 -0.86460
H 5.79640 -4.38587 0.66236
H 4.78960 -3.64962 -0.64760
O -0.74706 5.36118 5.67028
S -1.05233 5.47924 4.28094
O -1.99678 6.44000 3.78555
O 0.40156 5.67607 3.59220
C 0.35777 5.71753 2.14987
C 1.55305 6.44393 1.55796
C -1.56663 3.85437 3.65048
H -0.51591 6.29155 1.82773
H 0.35495 4.69203 1.77310
H 1.53238 6.25711 0.48594
H 2.45328 6.05970 2.04438
H 1.50447 7.52142 1.71080
H -2.30288 4.06088 2.88584
H -1.97750 3.37879 4.53896
H -0.64735 3.32374 3.42356
O -4.32165 3.79450 -0.22150
S -4.89301 5.03960 0.21086
O -4.12923 5.94713 0.99934
O -5.39729 5.85876 -1.07970
C -5.88868 5.04035 -2.14861
C -7.02166 5.76757 -2.83158
C -6.44209 4.71993 1.04158
H -6.00772 3.98952 -1.85422
H -5.11217 4.75412 -2.87555
H -6.62202 6.32639 -3.68103
H -7.47876 6.49770 -2.16509
H -7.84202 5.20168 -3.27469
H -6.98998 3.93484 0.50840
H -7.12115 5.56355 1.11427
H -6.30416 4.24696 2.01412
O -1.10084 -5.09434 -3.53207
S 0.33207 -5.11307 -3.56382
O 1.10083 -4.29011 -4.44013
O 0.98549 -4.86854 -2.09033
C 0.20427 -5.23602 -0.90585
C 0.24769 -4.05238 0.03180
C 0.91616 -6.81865 -3.69271
H 0.74541 -6.13849 -0.60098
H -0.82520 -5.53727 -1.10722
H 1.23695 -3.79871 0.40943
H -0.34517 -4.30286 0.91761
H -0.15830 -3.17886 -0.47502
H 0.29073 -7.42117 -3.04258
H 1.93179 -6.77078 -3.31550
H 0.86168 -7.05259 -4.75166
O 6.44288 -1.06586 -2.76082
S 5.42072 -1.42186 -3.70531
O 5.26140 -2.78726 -4.10831
O 4.01696 -0.80719 -3.14972
C 2.85084 -1.63749 -3.28463
C 1.82334 -1.24859 -2.24177
C 5.64221 -0.31787 -5.08459
H 3.05536 -2.68269 -3.05289
H 2.44708 -1.59401 -4.29537
H 1.60548 -2.01582 -1.50117
H 0.87345 -0.86156 -2.61585
H 2.19478 -0.43001 -1.61099
H 5.41128 0.64753 -4.64428
H 4.87238 -0.52465 -5.82887
H 6.61862 -0.48477 -5.52177
O -1.69669 1.93341 -2.86131
S -1.32167 1.69235 -4.22880
O -0.07701 2.19370 -4.71014
O -1.28481 0.10017 -4.51746
C -2.46799 -0.66267 -4.34343
C -2.10135 -2.11224 -4.13601
C -2.67780 2.21332 -5.27436
H -3.08798 -0.60907 -5.24627
H -3.18801 -0.28673 -3.60948
H -1.21836 -2.35970 -3.55137
H -1.96823 -2.57202 -5.11596
H -2.90988 -2.68458 -3.67624
H -2.74479 3.29146 -5.06740
H -3.64151 1.90116 -4.88369
H -2.41954 2.13849 -6.32340
O 4.32511 0.39388 6.70598
S 3.34936 0.35886 7.76197
O 3.08124 1.40675 8.69830
O 1.96259 0.01445 7.03512
C 1.90293 -1.00079 6.00780
C 0.71239 -0.71042 5.11172
C 3.60861 -1.11730 8.70875
H 1.70854 -1.90732 6.59490
H 2.84746 -1.11492 5.48005
H -0.11581 -0.44731 5.76299
H 0.39482 -1.46133 4.39370
H 1.01937 0.10462 4.45313
H 2.86861 -1.02839 9.49873
H 4.62381 -1.07462 9.10133
H 3.55444 -1.98444 8.06349
C -2.94102 1.41537 0.86965
S -1.25030 0.85360 1.06362
O -1.14244 0.31415 2.46846
C -1.38359 -0.56325 -0.05386
H -3.08701 2.36303 1.37399
H -3.65624 0.65131 1.17523
H -3.15360 1.62106 -0.18230
H -2.40620 -0.93327 -0.10480
H -0.73104 -1.35226 0.31866
H -1.02839 -0.28190 -1.04631
*
```

relative energy (zero: lowest compared OMol25 entry of this formula, charge and spin): 3.509 eV
energy: -5753.98806 Ha
orbital gap: 9.03 eV

Löwdin atomic charge list, values in e, 5 entries: -0.246 0.647 -0.298 -0.190 -0.324

***

(2)
ORCA calculation (wB97M-V/def2-TZVPD) on a cluster of 14 separate species, C5H38O14 in total in a non-equilibrium geometry.

ORCA input file:
```
! RIJCOSX wB97M-V def2-TZVPD def2/J DEFGRID3
* xyz 0 1
C 0.16658 -1.52132 -0.96549
O -0.24979 -0.97198 -2.25377
C -0.24404 -0.57499 0.14334
C 0.56247 0.75479 0.17715
C 1.65789 0.78158 1.23243
C 1.39509 0.72976 2.73209
H -0.25527 -2.50981 -0.91449
H 1.26219 -1.59954 -1.09671
H 0.49064 -0.39226 -2.55294
H -1.27662 -0.22531 0.00275
H -0.24025 -1.04950 1.13112
H 1.08019 0.79631 -0.78814
H -0.04825 1.66294 0.30699
H 2.31069 -0.08251 0.97247
H 2.23586 1.67380 0.95356
H 2.30322 1.00620 3.26733
H 1.15241 -0.29644 3.05822
H 0.60398 1.44321 2.96569
H -3.31581 -2.28869 -0.53064
H -2.59974 -3.27076 0.34725
O -3.06292 -2.42127 0.39309
H 3.99300 -0.36958 -0.13841
H 4.74651 -1.39729 -0.62651
O 4.37981 -0.57931 -1.00686
H 2.24587 1.03021 -2.64995
H 2.96091 -0.31708 -2.63397
O 2.12245 0.09584 -2.90379
H -3.54147 1.02121 -1.21254
H -3.81008 1.42056 0.23462
O -3.64138 1.80593 -0.63587
H -1.49509 1.22557 1.98896
H -2.37939 2.17813 2.59811
O -1.42912 2.03921 2.53533
H -3.75341 0.05981 2.58392
H -3.26664 -0.61554 1.36084
O -3.35433 0.28550 1.73053
H -2.77063 0.51951 -3.18579
H -1.82908 -0.36477 -2.31013
O -2.72499 0.05643 -2.34559
H 2.79187 -2.39360 1.93805
H 3.15511 -3.17782 0.75356
O 3.35707 -2.32372 1.14515
H 0.10204 4.77102 0.03892
H -0.39844 3.66749 1.21241
O 0.25499 3.97615 0.55846
H -0.14259 -4.00379 1.49348
H 0.38720 -4.72596 0.29147
O -0.34932 -4.14948 0.55202
H 2.02891 3.24935 -0.89992
H 0.86935 2.86287 -1.81366
O 1.83026 2.99980 -1.80595
H -1.87307 2.17244 -1.82604
H -0.78706 1.18125 -1.73143
O -0.94240 2.07112 -2.08024
H 0.75658 -2.78513 3.50581
H 0.93556 -2.13724 2.09294
O 1.02442 -2.96690 2.59331
*
```

relative energy (zero: lowest compared OMol25 entry of this formula, charge and spin): 0.000 eV
energy: -1266.65810 Ha
orbital gap: 10.20 eV

Löwdin atomic charge list, values in e, 5 entries: -0.194 -0.123 -0.159 -0.215 -0.248

***

(3)
ORCA calculation (wB97M-V/def2-TZVPD) on the molecule C3H4N2O.

ORCA input file:
```
! RIJCOSX wB97M-V def2-TZVPD def2/J DEFGRID3
* xyz 0 1
N -0.21023 -1.75777 0.41766
C 0.50101 -0.73241 0.09917
C 1.17170 0.38761 0.32177
N 0.42588 1.52899 0.20608
C -0.63192 1.40021 -0.60720
O -1.05380 0.35096 -1.13124
H -0.86972 -2.06006 -0.29061
H -0.46314 -1.95850 1.38071
H 2.25262 0.48530 0.44002
H -1.12240 2.35567 -0.83638
*
```

relative energy (zero: lowest compared OMol25 entry of this formula, charge and spin): 3.336 eV
energy: -301.36462 Ha
orbital gap: 8.67 eV

Löwdin atomic charge list, values in e, 5 entries: 0.155 -0.045 -0.159 0.021 -0.409